{"formula": "C3H6O2", "method": "the ωB97M-V functional and the def2-TZVPD basis", "species": ["O", "C", "C", "C", "O", "H", "H", "H", "H", "H", "H"], "coordinates": [[-1.846, 0.566, -1.053], [-1.063, 0.759, -0.147], [-0.124, -0.242, 0.339], [1.147, -0.783, 0.851], [0.396, -1.383, -0.221], [-1.053, 1.639, 0.517], [-1.173, -0.317, 0.988], [1.053, -1.293, 1.810], [2.174, -0.499, 0.593], [-0.114, 0.762, -1.941], [0.600, 0.791, -1.736]], "e_lumo_ev": 0.71, "homo_lumo_gap_ev": 10.59, "smiles": "O=C[C@@H]1CO1.[H][H]", "de_lowest_kcal_mol": 123.1}